Formula: C39H65Cl2N3O3SeV
Source: the Open Molecules 2025 dataset
Level of theory: wB97M-V/def2-TZVPD

The geometry in XYZ format:
```
114
Properties=species:S:1:pos:R:3
V 1.67 0.30 0.82
C -5.70 -0.51 1.15
C -4.99 -1.86 1.03
C -5.43 -2.74 2.22
C -5.43 -2.52 -0.28
C -3.47 -1.70 1.04
C -2.84 -0.47 1.02
C -1.45 -0.41 1.03
Se -0.54 1.28 0.81
C -0.56 1.36 -1.12
C -1.58 2.02 -1.78
C -1.61 2.02 -3.17
C -0.56 1.36 -3.81
C 0.47 0.67 -3.18
C 0.46 0.62 -1.76
O 1.32 -0.04 -1.03
C 1.54 0.04 -4.09
C 2.29 1.18 -4.79
C 2.59 -0.82 -3.36
C 0.87 -0.86 -5.13
C -2.71 2.69 -3.98
C -2.14 3.90 -4.73
C -3.29 1.69 -5.00
C -3.86 3.16 -3.09
C -0.62 -1.55 1.11
O 0.68 -1.42 1.28
C -1.27 -2.81 1.01
C -2.66 -2.84 1.00
C -0.45 -4.09 0.87
C 0.51 -3.94 -0.32
C 0.35 -4.34 2.16
C -1.32 -5.32 0.62
H -6.78 -0.67 1.18
H -5.47 0.13 0.30
H -5.41 0.00 2.07
H -6.52 -2.83 2.23
H -5.11 -2.29 3.16
H -5.00 -3.74 2.16
H -6.51 -2.62 -0.32
H -4.99 -3.52 -0.39
H -5.10 -1.92 -1.13
H -3.38 0.46 0.98
H -2.34 2.51 -1.19
H -0.54 1.40 -4.89
H 2.74 1.85 -4.06
H 1.62 1.77 -5.42
H 3.09 0.78 -5.43
H 3.17 -0.22 -2.66
H 3.28 -1.24 -4.10
H 2.13 -1.64 -2.81
H 0.20 -0.30 -5.78
H 0.29 -1.64 -4.64
H 1.63 -1.34 -5.76
H -1.32 3.60 -5.38
H -1.76 4.65 -4.03
H -2.91 4.36 -5.35
H -2.54 1.37 -5.72
H -4.11 2.15 -5.55
H -3.66 0.80 -4.48
H -3.56 3.97 -2.43
H -4.25 2.34 -2.49
H -4.68 3.54 -3.72
H -3.15 -3.80 0.95
H 1.18 -3.10 -0.18
H -0.07 -3.77 -1.24
H 1.10 -4.85 -0.45
H 1.01 -3.51 2.37
H 0.96 -5.25 2.05
H -0.33 -4.48 3.01
H -1.94 -5.20 -0.28
H -1.97 -5.54 1.47
H -0.68 -6.19 0.46
N 2.62 2.19 0.01
C 3.70 2.93 0.67
C 4.95 3.16 -0.20
C 5.99 2.03 -0.24
C 5.62 0.77 -1.04
N 4.65 -0.07 -0.34
H 3.02 1.57 -0.69
H 1.99 2.82 -0.47
H 3.99 2.38 1.58
H 3.31 3.89 0.99
H 5.46 4.04 0.19
H 4.63 3.39 -1.22
H 6.23 1.73 0.78
H 6.90 2.43 -0.69
H 6.55 0.22 -1.24
H 5.22 1.06 -2.02
H 5.03 -0.32 0.56
H 4.49 -0.93 -0.86
Cl 3.33 -1.98 2.20
C 4.45 -1.76 3.56
Cl 5.24 -0.17 3.55
H 5.24 -2.51 3.49
H 3.90 -1.87 4.48
O 2.16 0.99 2.64
C 1.56 0.85 3.72
C 1.83 1.76 4.90
C 0.62 2.67 5.26
C -0.63 2.38 4.43
C -1.31 1.04 4.77
C -0.32 -0.11 4.95
N 0.69 -0.15 3.91
H 2.70 2.35 4.64
H 2.09 1.13 5.75
H 0.91 3.71 5.09
H 0.39 2.57 6.32
H -0.37 2.39 3.38
H -1.35 3.18 4.58
H -2.00 0.80 3.96
H -1.89 1.14 5.69
H -0.85 -1.06 4.95
H 0.18 -0.01 5.92
H 0.51 -0.71 3.06
```

## Properties
- HOMO (spin up / spin down): -5.67 / -5.13 eV
- ΔE to the lowest compared entry with this formula, charge and spin: 0.0000 eV
- Multiplicity: 2
- Lowest unoccupied orbital energy (spin up / spin down): 0.32 / 0.32 eV
- Electronic energy: -168192.69240 eV